Formula: CH7O2S
Source: the Open Molecules 2025 dataset
Level of theory: ωB97M-V/def2-TZVPD

Cartesian coordinates (Å):
C 1.53968 -0.72362 -0.42490
S -0.17067 -1.02968 -1.00033
H 1.96545 0.25447 -0.65019
H 1.62043 -0.94256 0.63892
H 2.15386 -1.45822 -0.95749
H -0.83861 0.73706 1.97874
H 0.04124 -0.38116 2.01375
O -0.10254 0.42538 2.52503
H -1.22356 0.99600 -0.44256
H -1.18232 2.18321 -1.29214
O -1.12408 1.96400 -0.37635

Results
- total charge = -1
- DFT total energy (Ha) = -590.99805
- gap between HOMO and LUMO (eV) = 6.9458

natural (NBO) population analysis, charges in e, atoms 1 to 4: number 1, C, carries -0.73; number 2, S, carries -0.74; number 3, H, carries 0.18; number 4, H, carries 0.17

---

Formula: C5H7NO
Source: the Open Molecules 2025 dataset
Level of theory: ωB97M-V/def2-TZVPD

Cartesian coordinates (Å):
C 0.33723 -1.35633 0.64305
C 0.90189 -0.46748 -0.15084
C 0.57639 0.99884 -0.11891
C -0.84262 1.22644 0.32144
C -1.76192 0.32996 0.08866
N -2.18429 -0.85494 -0.47685
O -3.07673 0.06706 0.21209
H 0.60728 -2.39770 0.57750
H -0.35470 -1.10475 1.42565
H 1.62615 -0.77707 -0.89352
H 1.25208 1.51681 0.56544
H 0.73177 1.43657 -1.11103
H -1.09186 2.11568 0.87701
H -2.35351 -0.79362 -1.48584

Results
- total charge = 0
- DFT total energy (Ha) = -324.55528
- SMILES = C=CC/C=C1\NO1
- gap between HOMO and LUMO (eV) = 10.0753

natural (NBO) population analysis, charges in e, atoms 1 to 4: number 1, C, carries -0.37; number 2, C, carries -0.20; number 3, C, carries -0.46; number 4, C, carries -0.33

---

Formula: C5H12N2O2
Source: the Open Molecules 2025 dataset
Level of theory: ωB97M-V/def2-TZVPD

Cartesian coordinates (Å):
C -1.99625 0.45564 -1.12998
C -0.74738 0.62375 -0.30990
N 0.46557 1.27215 -1.23992
C -0.04977 -0.63383 0.13406
C -0.45170 -1.13963 1.51082
O -0.09419 -1.66043 -0.82195
C 1.51505 -0.02132 0.06073
N 1.91063 0.66271 1.19274
O 2.30998 -0.71059 -0.57833
H -2.80529 0.13127 -0.47418
H -2.24670 1.39409 -1.61983
H -1.85628 -0.30430 -1.89483
H -0.85930 1.35518 0.49320
H 0.52039 0.78069 -2.12733
H 1.17981 1.95580 -1.00866
H 0.33838 -1.77967 1.90396
H -0.61687 -0.32744 2.21768
H -1.37907 -1.70303 1.41554
H 0.82850 -1.78534 -1.12084
H 1.21927 1.01728 1.83250
H 2.81521 0.41703 1.56453

Results
- total charge = 0
- DFT total energy (Ha) = -457.66671
- SMILES = C[C@H](N)[C@@](C)(O)C(N)=O
- gap between HOMO and LUMO (eV) = 9.5514

natural (NBO) population analysis, charges in e, atoms 1 to 4: number 1, C, carries -0.64; number 2, C, carries -0.01; number 3, N, carries -0.88; number 4, C, carries 0.15

---

Formula: C28H35N7
Source: the Open Molecules 2025 dataset
Level of theory: ωB97M-V/def2-TZVPD

Cartesian coordinates (Å):
C -1.09960 3.95768 3.51926
C -1.52623 4.10142 4.94624
C -1.57977 2.64635 5.42428
N -1.09023 1.87891 4.36793
C -0.92320 2.61335 3.31780
H -0.84982 4.69790 2.63158
H -1.91557 5.18501 5.44521
H -1.69290 2.34551 6.37611
H -1.29024 0.71897 4.30943
H -0.38962 2.01216 2.47603
C 0.59665 3.32255 -3.94287
C -0.02087 4.18902 -2.93322
C -0.52582 5.30881 -3.70654
N -0.13627 5.17626 -5.02763
C 0.50837 3.94960 -5.29043
H 1.23707 2.36017 -3.76196
H 0.01479 4.00981 -1.86420
H -0.90175 6.34791 -3.41728
H -0.38924 5.87126 -5.83195
H 0.59196 3.62854 -6.30411
C -1.10012 -1.57172 4.71442
C -0.61458 -1.21016 3.26393
C -1.88628 -0.71127 2.61385
N -2.97799 -0.89511 3.55439
C -2.63110 -1.40229 4.88080
H -0.46933 -2.08328 5.18519
H 0.41056 -1.25405 2.84875
H -2.14722 -0.46469 1.50992
H -3.87998 -0.65432 3.66822
H -3.43360 -1.76637 5.62582
C -0.45801 -0.49417 -0.05688
C -0.55389 0.97347 -0.18929
C 0.76629 1.58797 -0.05308
N 1.71238 0.60109 -0.04800
C 1.11560 -0.63210 -0.03144
H -0.91226 -1.44838 -0.31226
H -1.44604 1.51360 -0.37922
H 0.93748 2.73444 -0.18395
H 2.77094 0.83563 0.10419
H 1.61988 -1.55823 0.00892
C 4.34356 2.38985 0.44578
C 4.25417 2.56932 -1.04974
C 4.62350 1.21945 -1.63939
N 4.96774 0.28585 -0.53502
C 4.74165 0.92239 0.74400
H 4.25979 2.91213 1.36858
H 3.99897 3.58847 -1.45215
H 4.64713 1.08521 -2.68860
H 5.21454 -0.71982 -0.81979
H 4.82065 0.20713 1.55300
C 1.46883 -5.25881 0.53251
C 0.01734 -4.66100 0.54564
C -0.75278 -5.86334 0.20222
N 0.00995 -6.89102 -0.06143
C 1.35394 -6.62761 0.14409
H 2.33442 -4.87474 0.97246
H -0.15818 -3.54082 0.90423
H -1.74378 -5.93480 0.12130
H -0.25909 -7.89456 -0.31564
H 2.17925 -7.38599 0.09573
C -2.54104 -3.43538 -3.81291
C -2.25375 -2.84100 -2.53528
C -2.32602 -1.40157 -2.82758
N -2.71974 -1.17095 -4.13184
C -2.75151 -2.31651 -4.85328
H -2.46762 -4.60170 -4.18314
H -1.99216 -3.10908 -1.51723
H -2.32288 -0.36759 -2.24131
H -3.17976 -0.35124 -4.59264
H -3.20758 -2.35357 -5.83053

Results
- total charge = 0
- DFT total energy (Ha) = -1470.65469
- SMILES = c1cc[nH]c1.c1cc[nH]c1.c1cc[nH]c1.c1cc[nH]c1.c1cc[nH]c1.c1cc[nH]c1.c1cc[nH]c1
- gap between HOMO and LUMO (eV) = 7.8871

natural (NBO) population analysis, charges in e, atoms 1 to 4: number 1, C, carries -0.35; number 2, C, carries -0.32; number 3, C, carries -0.11; number 4, N, carries -0.54

---

Formula: C25H37CeO
Source: the Open Molecules 2025 dataset
Level of theory: ωB97M-V/def2-TZVPD

Cartesian coordinates (Å):
C 1.07118 -2.46344 0.47799
C 1.97482 -1.66846 -0.32564
C 1.40368 -1.54481 -1.63402
C 0.12535 -2.19163 -1.63533
C -0.07122 -2.78767 -0.34167
Ce -0.06486 -0.22134 0.20842
C -2.56231 0.90137 -0.26882
C -2.31307 0.54230 1.06875
H -2.05703 1.34335 1.78382
C -2.15299 -0.81019 1.47962
H -2.62197 -1.63743 0.93630
H -1.74819 -1.06616 2.46817
C -2.60107 2.34899 -0.65243
H -1.98886 2.98549 0.00209
H -2.23854 2.50897 -1.67197
H -3.63073 2.73639 -0.61178
C -3.11081 -0.06956 -1.26912
H -2.96473 -1.13664 -1.03367
H -4.20215 0.07691 -1.37606
H -2.68926 0.08618 -2.27836
C 3.22746 -1.02086 0.13883
H 3.17275 -0.72738 1.20233
H 4.09955 -1.68627 0.02407
H 3.44854 -0.10105 -0.42952
C 2.07571 -0.89861 -2.78869
H 2.54463 0.05113 -2.49248
H 2.86782 -1.53765 -3.21249
H 1.36568 -0.67200 -3.59108
C -0.75127 -2.40252 -2.81993
H -0.75852 -1.53738 -3.49835
H -0.39665 -3.26754 -3.40722
H -1.79142 -2.60741 -2.52802
C -1.17165 -3.71905 0.02537
H -2.11680 -3.44920 -0.46928
H -0.93977 -4.75556 -0.27803
H -1.35041 -3.73416 1.10936
C 1.27769 -2.85521 1.88952
H 0.31677 -3.05533 2.39230
H 1.89900 -3.76056 1.99628
H 1.78700 -2.05579 2.45646
C 0.32113 1.47065 -1.45480
C 0.97123 2.57642 -0.96219
C -0.05150 1.36200 -2.79583
C 1.31260 3.63691 -1.82708
H 1.23131 2.62663 0.10365
C 0.31384 2.39705 -3.67619
H -0.59066 0.48084 -3.15246
C 0.98709 3.51963 -3.18418
H 1.82973 4.52478 -1.44423
H 0.08639 2.30253 -4.74864
H 1.27209 4.31396 -3.86677
C 0.58529 2.23451 3.94783
C -0.20982 1.00021 4.34111
C 0.53965 -0.07646 3.59730
O 0.82800 0.56778 2.23915
C 0.81091 2.05986 2.45309
H 0.10770 3.17297 4.17938
H 1.55254 2.22153 4.44507
H -1.21990 1.04962 3.93498
H -0.29566 0.79531 5.39698
H 1.50952 -0.31567 4.05112
H 0.01195 -1.01711 3.45236
H -0.01199 2.51752 1.88014
H 1.74522 2.43834 2.04453

Results
- total charge = +1
- DFT total energy (Ha) = -1524.86721
- gap between HOMO and LUMO (alpha / beta) (eV) = 7.0644 / 7.1064

Mulliken population analysis, charges in e, atoms 1 to 4: number 1, C, carries 0.62; number 2, C, carries 0.30; number 3, C, carries 0.96; number 4, C, carries 0.62

---

Formula: CH6O4P
Source: the Open Molecules 2025 dataset
Level of theory: ωB97M-V/def2-TZVPD

Cartesian coordinates (Å):
C -1.21989 0.62257 -0.85873
O 1.54931 1.50414 0.54806
O 0.62065 -1.28241 1.62553
O 1.84755 -1.76576 -0.39858
O -0.21941 -0.49710 -0.75338
P 0.94056 -0.71766 0.19781
H -2.02667 0.49187 -0.12036
H -1.62958 0.42786 -1.94684
H -0.55158 1.50824 -0.89118
H 2.22651 1.84001 0.00250
H 1.38379 -1.45652 2.14561
H 1.91212 -1.90021 -1.42781

Results
- total charge = +1
- DFT total energy (Ha) = -683.70631
- gap between HOMO and LUMO (eV) = 9.6313

natural (NBO) population analysis, charges in e, atoms 1 to 4: number 1, C, carries -0.25; number 2, O, carries -0.85; number 3, O, carries -0.92; number 4, O, carries -0.98